1.
DFT (ωB97M-V/def2-TZVPD) results for a cluster of 2 separate species, CH2NO3P in total in a non-equilibrium geometry.

Values from the calculation:
* E_HOMO: -10.8 eV
* F_max: 0.0729 Eh/bohr
* ΔE to the lowest compared entry with this formula, charge and spin: 0.0 kJ/mol
* gap between HOMO and LUMO: 10.6 eV

Last column: Mulliken charge in e.
Cartesian coordinates (Å):
N: -2.12 -0.26 -0.21  -0.4481
C: -1.56 0.79 -0.12  0.6212
O: -1.29 1.92 0.10  -0.4554
H: -1.62 -1.14 -0.39  0.3258
O: 0.93 -0.23 -2.09  -0.4150
P: 1.04 1.12 -1.57  0.3992
O: 1.54 0.94 -0.03  -0.3891
H: 1.47 1.90 0.26  0.3614

=====

2.
DFT (ωB97M-V/def2-TZVPD) results for a structure of composition C6H13NO2 in a non-equilibrium geometry.

Values from the calculation:
* E_HOMO: -7.4 eV
* F_max: 0.0660 Eh/bohr
* ΔE to the lowest compared entry with this formula, charge and spin: 545.9 kJ/mol
* gap between HOMO and LUMO: 8.3 eV

Last column: Mulliken charge in e.
Cartesian coordinates (Å):
C: 1.26 0.64 -0.56  0.3588
C: 1.66 -0.68 0.03  -0.7620
C: 1.85 1.85 0.12  -1.3958
C: -2.03 -1.52 1.07  -1.2776
C: 0.32 -1.37 0.08  0.5754
N: -1.64 1.25 -1.16  -0.5223
C: -0.59 -1.11 1.05  -0.1550
O: -0.54 1.04 -0.31  -0.2688
O: -0.03 -1.97 -1.10  -0.5872
H: -0.89 -1.59 -1.37  0.3238
H: 1.26 0.66 -1.64  0.3601
H: -2.20 1.98 -0.70  0.2135
H: -1.40 1.62 -2.08  0.2002
H: 2.08 -0.59 1.04  0.3289
H: 2.36 -1.24 -0.60  0.3570
H: -0.25 -0.56 1.92  0.3073
H: 2.95 1.81 0.14  0.3776
H: 1.51 1.89 1.16  0.3277
H: 1.52 2.77 -0.37  0.3312
H: -2.66 -0.64 1.22  0.2673
H: -2.34 -2.01 0.15  0.2629
H: -2.20 -2.23 1.89  0.3771

=====

3.
DFT (ωB97M-V/def2-TZVPD) results for a cluster of 3 separate species, C21H44N2O12P3S in total in a non-equilibrium geometry.

Values from the calculation:
* E_HOMO: -10.1 eV
* F_max: 0.0256 Eh/bohr
* total charge: +1
* gap between HOMO and LUMO: 7.8 eV

Last column: Mulliken charge in e.
Cartesian coordinates (Å):
C: 4.81 -3.45 -1.32  -1.1340
C: 3.60 -3.19 -0.50  0.7817
O: 3.13 -3.88 0.32  -0.4853
O: 2.96 -1.92 -0.78  -0.2767
C: 1.90 -2.05 -1.59  0.0908
O: 1.90 -2.67 -2.61  -0.5375
C: 0.69 -1.33 -1.08  -0.7390
P: -0.17 -0.40 -2.38  0.6924
S: 1.32 0.61 -3.39  -0.3502
C: -0.92 -1.57 -3.52  -1.1688
C: -1.45 -2.86 -2.88  -1.1985
C: -2.84 -2.70 -2.29  0.2024
C: -3.54 -4.03 -2.01  -0.8523
N: -4.90 -3.78 -1.57  0.3271
C: -5.50 -4.35 -0.47  -0.3793
C: -6.78 -3.86 -0.35  -0.5655
C: -6.99 -2.96 -1.44  -0.7094
C: -5.82 -2.95 -2.15  -0.3307
C: -1.32 0.69 -1.50  -1.0441
C: -2.47 1.27 -2.31  0.2737
O: -3.21 0.24 -2.94  -0.5154
C: -3.35 2.04 -1.32  -0.9731
N: -3.90 1.12 -0.34  -0.4065
H: 5.23 -2.50 -1.63  0.3884
H: 4.48 -3.96 -2.22  0.3663
H: 5.53 -4.02 -0.74  0.3389
H: 0.94 -0.61 -0.30  0.5166
H: -0.05 -2.00 -0.65  0.6568
H: 0.86 1.87 -3.42  0.2456
H: -0.11 -1.86 -4.19  0.5895
H: -1.66 -1.09 -4.14  0.7352
H: -0.75 -3.31 -2.19  0.3138
H: -1.55 -3.57 -3.70  0.5323
H: -2.84 -2.07 -1.40  0.1669
H: -3.42 -2.18 -3.04  0.1648
H: -3.56 -4.62 -2.92  0.2864
H: -3.04 -4.55 -1.21  0.3355
H: -5.04 -5.07 0.18  0.3494
H: -7.51 -4.09 0.39  0.4289
H: -7.87 -2.39 -1.67  0.4369
H: -5.61 -2.38 -3.04  0.4343
H: -0.74 1.53 -1.14  0.6496
H: -1.68 0.14 -0.63  0.6567
H: -2.14 1.97 -3.07  0.2698
H: -4.15 0.43 -2.88  0.3437
H: -2.69 2.70 -0.76  0.3406
H: -4.09 2.64 -1.85  0.3695
H: -4.36 1.63 0.41  0.2914
H: -4.52 0.44 -0.74  0.1304
C: -1.42 6.19 2.19  -0.6730
O: -2.18 5.08 1.69  -0.1939
P: -3.61 4.67 2.26  0.9549
O: -4.37 3.90 1.29  -0.6834
O: -4.28 6.03 2.74  -0.3001
C: -4.79 6.93 1.75  -0.7153
O: -3.35 3.90 3.60  -0.3447
C: -2.84 4.52 4.79  -0.5890
H: -1.42 6.99 1.44  0.2584
H: -1.82 6.58 3.12  0.3318
H: -0.39 5.86 2.35  0.2547
H: -4.86 6.46 0.77  0.3282
H: -4.13 7.80 1.69  0.2787
H: -5.78 7.25 2.06  0.2507
H: -3.18 5.55 4.88  0.3093
H: -1.76 4.47 4.80  0.2575
H: -3.23 3.96 5.64  0.2606
C: 8.81 -2.39 3.28  -0.5849
O: 8.09 -1.25 3.76  -0.3171
P: 7.50 -0.11 2.82  0.9182
O: 6.40 0.61 3.43  -0.7050
O: 7.14 -0.85 1.44  -0.2543
C: 5.97 -1.66 1.43  -0.5621
O: 8.71 0.81 2.41  -0.3405
C: 9.79 0.38 1.57  -0.5381
H: 8.19 -3.27 3.39  0.2442
H: 9.10 -2.29 2.23  0.3175
H: 9.70 -2.50 3.89  0.2585
H: 5.34 -1.49 2.30  0.4102
H: 6.26 -2.71 1.38  0.2292
H: 5.40 -1.41 0.53  0.1155
H: 9.46 -0.34 0.82  0.2739
H: 10.58 -0.04 2.18  0.2519
H: 10.17 1.26 1.06  0.2574

=====

4.
DFT (ωB97M-V/def2-TZVPD) results for a cluster of 3 separate species, C5H15O3 in total in a non-equilibrium geometry.

Values from the calculation:
* E_HOMO: -3.3 eV
* F_max: 0.0571 Eh/bohr
* total charge: -1
* ΔE to the lowest compared entry with this formula, charge and spin: 96.4 kJ/mol
* gap between HOMO and LUMO: 7.1 eV

Last column: Mulliken charge in e.
Cartesian coordinates (Å):
C: 1.05 1.34 -0.70  -0.7213
O: 0.96 1.74 0.62  -0.8999
C: -0.24 0.52 -1.34  -0.9230
C: -0.22 -0.88 -0.80  1.1338
C: 0.95 -1.70 -1.41  -1.3384
C: -1.57 -1.69 -1.10  -1.3325
H: 1.02 2.24 -1.28  0.3947
H: 1.95 0.73 -0.81  0.2591
H: -0.01 0.61 -2.41  0.3364
H: -1.16 1.09 -1.15  0.2910
H: -0.01 -0.96 0.29  0.1579
H: 0.63 -2.66 -1.81  0.2929
H: 1.44 -1.16 -2.28  0.2570
H: 1.83 -1.66 -0.73  0.2703
H: -1.29 -2.64 -1.52  0.3094
H: -2.23 -1.12 -1.74  0.3365
H: -2.03 -1.93 -0.13  0.3107
H: 1.37 0.46 1.34  0.3690
H: 1.26 -0.25 2.75  0.2463
O: 1.55 -0.43 1.86  -0.7323
H: -1.35 1.18 2.22  0.3621
H: -2.63 1.11 1.45  0.3081
O: -2.31 1.09 2.35  -0.6879

=====

5.
DFT (ωB97M-V/def2-TZVPD) results for a cluster of 2 separate species, C5H14 in total in a non-equilibrium geometry.

Values from the calculation:
* E_HOMO: -10.9 eV
* F_max: 0.0601 Eh/bohr
* ΔE to the lowest compared entry with this formula, charge and spin: 113.1 kJ/mol
* gap between HOMO and LUMO: 12.1 eV

Last column: Mulliken charge in e.
Cartesian coordinates (Å):
C: 0.67 -0.70 2.21  -1.1835
C: -0.13 -1.07 0.95  -0.1563
C: -1.26 -0.01 0.72  -0.8376
H: 0.19 0.05 2.87  0.2833
H: 1.65 -0.30 2.03  0.2968
H: 0.79 -1.52 2.89  0.3325
H: 0.40 -1.20 0.04  0.2005
H: -0.59 -2.07 1.16  0.3450
H: -1.69 0.40 1.64  0.4662
H: -0.84 0.77 0.05  -0.0821
H: -2.08 -0.64 0.35  0.2664
C: 0.78 1.19 -1.44  -1.0368
C: -0.13 0.32 -2.29  -0.7628
H: 1.33 1.86 -2.09  0.3614
H: 0.28 2.00 -0.84  0.3992
H: 1.50 0.73 -0.76  0.2805
H: -0.09 -0.75 -2.00  0.2131
H: 0.32 0.15 -3.30  0.3453
H: -1.11 0.79 -2.18  0.2688

=====

6.
DFT (ωB97M-V/def2-TZVPD) results for an isolated molecule of C4H5N3O in a non-equilibrium geometry.

Values from the calculation:
* E_HOMO: -8.8 eV
* F_max: 0.1462 Eh/bohr
* ΔE to the lowest compared entry with this formula, charge and spin: 547.4 kJ/mol
* gap between HOMO and LUMO: 9.4 eV

Last column: Mulliken charge in e.
Cartesian coordinates (Å):
O: -2.65 -0.82 0.17  -0.5920
C: -1.61 0.03 0.04  0.1540
N: -1.73 1.37 -0.02  -0.2886
N: -0.50 1.88 0.01  -0.7003
N: 0.25 0.79 -0.22  0.6587
C: -0.33 -0.37 -0.20  0.1454
C: 1.05 -1.03 -0.09  -0.3302
C: 1.70 0.42 0.26  -0.4756
H: -3.59 -0.36 -0.32  0.4009
H: 1.44 -1.34 -1.07  0.2315
H: 1.28 -1.70 0.78  0.2762
H: 2.14 0.60 1.28  0.2966
H: 2.56 0.55 -0.63  0.2234

=====

So what do the calculations give for energy? Going down the list: -661.1759 -441.4721 -3261.1956 -425.2124 -198.8461 -394.7591 a.u..